Entry 1:
Computed, not measured: 11 unconnected molecules or ions with the total composition C19H60N6O11 at a distorted geometry, with the ωB97M-V functional and the def2-TZVPD basis.

Each atom is followed by the atoms it is bonded to, with distances in Å.
Geometry (Å):
1 N -0.300 3.034 -0.165  C2 1.309, H5 1.043, H6 1.047
2 C -0.254 4.232 -0.690  N1 1.309, N3 1.278, O4 1.377
3 N 0.834 4.683 -1.186  C2 1.278, H7 1.006, H8 1.030
4 O -1.381 5.021 -0.628  C2 1.377
5 H -1.192 2.911 0.361  N1 1.043
6 H 0.057 2.123 -0.539  N1 1.047
7 H 0.883 5.642 -1.487  N3 1.006
8 H 1.697 4.121 -1.213  N3 1.030
9 N 0.865 -5.224 1.736  C10 1.271, H13 1.014, H14 1.021
10 C 0.079 -4.655 0.915  N9 1.271, N11 1.303, O12 1.323
11 N -1.189 -4.779 1.188  C10 1.303, H15 1.033, H16 1.016
12 O 0.529 -3.843 -0.027  C10 1.323
13 H 1.807 -5.446 1.433  N9 1.014
14 H 0.423 -5.993 2.242  N9 1.021
15 H -1.793 -4.268 0.524  N11 1.033
16 H -1.613 -5.217 2.001  N11 1.016
17 N 1.435 2.775 2.079  C18 1.272, H21 1.115, H22 1.033
18 C 2.611 3.149 2.389  N17 1.272, N19 1.302, O20 1.404
19 N 2.939 2.975 3.637  C18 1.302, H23 1.035, H24 1.033
20 O 3.433 3.809 1.461  C18 1.404
21 H 0.961 2.939 1.083  N17 1.115
22 H 0.798 2.327 2.757  N17 1.033
23 H 3.854 3.253 4.033  N19 1.035
24 H 2.269 2.590 4.322  N19 1.033
25 C -2.837 1.119 -2.291  C26 1.535, H29 1.074, H30 1.026, H31 1.087
26 C -2.462 2.294 -3.205  C25 1.535, C27 1.571, O28 1.238, H32 1.125
27 C -0.942 2.291 -3.602  C26 1.571, H33 1.034, H34 1.071, H35 1.065
28 O -3.071 2.335 -4.282  C26 1.238, H36 0.948
29 H -3.818 1.309 -1.898  C25 1.074
30 H -2.239 1.107 -1.457  C25 1.026
31 H -2.869 0.180 -2.838  C25 1.087
32 H -2.704 3.263 -2.687  C26 1.125
33 H -0.691 1.476 -4.186  C27 1.034
34 H -0.397 2.212 -2.684  C27 1.071
35 H -0.604 3.194 -4.054  C27 1.065
36 H -3.694 3.033 -4.131  O28 0.948
37 C -0.999 -2.666 -4.701  C38 1.482, H41 1.120, H42 1.070, H43 1.084
38 C -0.626 -1.625 -3.714  C37 1.482, C39 1.517, O40 1.262, H44 1.072
39 C -1.038 -1.915 -2.283  C38 1.517, H45 1.081, H46 1.009, H47 1.096
40 O 0.609 -1.373 -3.653  C38 1.262, H48 0.935
41 H -0.506 -3.644 -4.467  C37 1.120
42 H -0.715 -2.423 -5.704  C37 1.070
43 H -2.081 -2.738 -4.701  C37 1.084
44 H -1.200 -0.770 -4.013  C38 1.072
45 H -0.263 -2.290 -1.630  C39 1.081
46 H -1.784 -2.592 -2.234  C39 1.009
47 H -1.462 -1.040 -1.778  C39 1.096
48 H 0.835 -1.056 -4.503  O40 0.935
49 C 1.004 -1.928 2.727  C50 1.494, H53 1.132, H54 1.134, H55 1.047
50 C 1.900 -1.325 3.759  C49 1.494, C51 1.461, O52 1.244, H56 1.073
51 C 2.556 -0.115 3.268  C50 1.461, H57 1.075, H58 1.110, H59 1.108
52 O 1.344 -1.058 4.839  C50 1.244, H60 0.983
53 H 1.647 -2.189 1.833  C49 1.132
54 H 0.177 -1.217 2.415  C49 1.134
55 H 0.620 -2.853 3.032  C49 1.047
56 H 2.649 -2.070 3.949  C50 1.073
57 H 1.804 0.652 3.299  C51 1.075
58 H 3.042 -0.139 2.270  C51 1.110
59 H 3.400 0.279 3.868  C51 1.108
60 H 1.898 -1.360 5.593  O52 0.983
61 C -2.649 -1.637 1.318  C62 1.542, H65 1.123, H66 1.056, H67 1.051
62 C -3.531 -0.491 0.783  C61 1.542, C63 1.543, O64 1.236, H68 1.061
63 C -4.237 -0.993 -0.494  C62 1.543, H69 1.075, H70 1.099, H71 1.094
64 O -4.297 -0.021 1.632  C62 1.236, H72 0.971
65 H -2.125 -2.239 0.528  C61 1.123
66 H -3.143 -2.366 1.900  C61 1.056
67 H -1.938 -1.274 2.002  C61 1.051
68 H -2.854 0.279 0.510  C62 1.061
69 H -4.960 -1.783 -0.396  C63 1.075
70 H -3.477 -1.333 -1.212  C63 1.099
71 H -4.846 -0.182 -0.903  C63 1.094
72 H -4.852 -0.723 2.008  O64 0.971
73 C 3.869 -1.306 -0.826  O74 1.406, H75 1.084, H76 1.123, H77 1.091
74 O 4.887 -0.649 -1.540  C73 1.406, H78 0.968
75 H 4.034 -1.197 0.240  C73 1.084
76 H 3.978 -2.395 -1.079  C73 1.123
77 H 2.903 -0.928 -1.164  C73 1.091
78 H 4.497 -0.661 -2.426  O74 0.968
79 C 0.446 -0.128 0.133  O80 1.404, H81 1.156, H82 1.086, H83 1.134
80 O 0.744 0.368 -1.146  C79 1.404, H84 0.987
81 H 1.041 0.348 1.002  C79 1.156
82 H 0.605 -1.201 0.075  C79 1.086
83 H -0.665 -0.014 0.332  C79 1.134
84 H 0.700 -0.374 -1.795  O80 0.987
85 C 3.451 2.005 -1.347  O86 1.386, H87 1.101, H88 1.107, H89 1.106
86 O 3.114 3.337 -1.167  C85 1.386, H90 0.937
87 H 3.252 1.519 -0.379  C85 1.101
88 H 4.510 1.871 -1.639  C85 1.107
89 H 2.744 1.715 -2.146  C85 1.106
90 H 3.544 3.579 -0.370  O86 0.937
91 C -1.501 0.500 3.824  O92 1.427, H93 1.058, H94 1.083, H95 1.104
92 O -0.893 1.226 2.757  C91 1.427, H96 0.957
93 H -0.826 -0.241 4.162  C91 1.058
94 H -2.386 -0.043 3.516  C91 1.083
95 H -1.834 1.166 4.639  C91 1.104
96 H -1.541 1.744 2.280  O92 0.957

Properties
energy relative to the best compared isomer or geometry (same formula, charge and spin): 6.737 eV
HOMO-LUMO gap: 8.4 eV
HOMO: -8.3870 eV
structure (SMILES): NC(N)=O.NC(N)=O.NC(N)=O.CC(C)O.CC(C)O.CC(C)O.CC(C)O.CO.CO.CO.CO
LUMO: 0.038 eV

***

Entry 2:
Computed, not measured: 11 unconnected molecules or ions with the total composition C19H60O11 at a distorted geometry, with the ωB97M-V functional and the def2-TZVPD basis.

Each atom is followed by the atoms it is bonded to, with distances in Å.
Geometry (Å):
1 C 15.055 8.517 15.182  C2 1.495, H5 1.116, H6 1.059, H7 1.105
2 C 14.807 8.705 13.720  C1 1.495, C3 1.551, O4 1.439, H8 1.096
3 C 14.597 7.344 13.006  C2 1.551, H9 1.081, H10 1.064, H11 1.079
4 O 13.645 9.548 13.613  C2 1.439, H12 0.950
5 H 14.115 8.391 15.770  C1 1.116
6 H 15.589 9.347 15.569  C1 1.059
7 H 15.731 7.655 15.326  C1 1.105
8 H 15.679 9.227 13.310  C2 1.096
9 H 15.545 6.978 12.640  C3 1.081
10 H 13.852 7.278 12.249  C3 1.064
11 H 14.193 6.672 13.748  C3 1.079
12 H 13.274 9.592 12.739  O4 0.950
13 C 10.209 14.977 11.710  C14 1.520, H17 1.081, H18 1.141, H19 1.128
14 C 11.058 13.899 11.055  C13 1.520, C15 1.532, O16 1.421, H20 1.125
15 C 11.073 12.573 11.822  C14 1.532, H21 1.098, H22 1.116, H23 1.152
16 O 10.631 13.719 9.711  C14 1.421, H24 0.965
17 H 10.330 15.098 12.777  C13 1.081
18 H 9.111 14.674 11.650  C13 1.141
19 H 10.407 16.000 11.279  C13 1.128
20 H 12.144 14.181 10.974  C14 1.125
21 H 11.562 12.703 12.797  C15 1.098
22 H 11.659 11.770 11.313  C15 1.116
23 H 10.024 12.106 11.905  C15 1.152
24 H 11.347 13.350 9.180  O16 0.965
25 C 8.842 10.081 8.855  C26 1.602, H29 1.136, H30 1.117, H31 1.116
26 C 10.045 9.026 8.782  C25 1.602, C27 1.569, O28 1.453, H32 1.149
27 C 10.030 8.090 7.522  C26 1.569, H33 1.144, H34 1.084, H35 1.142
28 O 11.296 9.763 8.826  C26 1.453, H36 1.004
29 H 9.111 10.818 9.676  C25 1.136
30 H 7.827 9.671 9.074  C25 1.117
31 H 8.697 10.665 7.915  C25 1.116
32 H 9.992 8.376 9.728  C26 1.149
33 H 8.990 7.617 7.464  C27 1.144
34 H 10.817 7.350 7.614  C27 1.084
35 H 10.306 8.699 6.596  C27 1.142
36 H 11.290 10.611 8.287  O28 1.004
37 C 14.077 12.187 18.067  C38 1.535, H41 1.113, H42 1.108, H43 1.076
38 C 14.213 12.212 16.538  C37 1.535, C39 1.486, O40 1.440, H44 1.114
39 C 13.504 13.462 16.163  C38 1.486, H45 1.105, H46 1.103, H47 1.072
40 O 15.548 12.236 15.999  C38 1.440, H48 1.004
41 H 14.685 12.995 18.532  C37 1.113
42 H 14.521 11.258 18.475  C37 1.108
43 H 13.045 12.287 18.355  C37 1.076
44 H 13.720 11.268 16.210  C38 1.114
45 H 12.402 13.400 16.208  C39 1.105
46 H 13.729 13.789 15.134  C39 1.103
47 H 13.786 14.274 16.803  C39 1.072
48 H 15.972 11.374 16.290  O40 1.004
49 C 14.413 14.806 9.570  O50 1.405, H51 1.110, H52 1.131, H53 1.095
50 O 13.852 13.550 9.282  C49 1.405, H54 0.957
51 H 13.687 15.476 10.076  C49 1.110
52 H 15.354 14.807 10.198  C49 1.131
53 H 14.772 15.240 8.631  C49 1.095
54 H 13.806 13.072 10.109  O50 0.957
55 C 12.856 12.268 6.695  O56 1.441, H57 1.079, H58 1.119, H59 1.093
56 O 11.616 12.101 7.409  C55 1.441, H60 0.974
57 H 12.791 13.127 6.045  C55 1.079
58 H 13.528 12.496 7.560  C55 1.119
59 H 13.271 11.392 6.190  C55 1.093
60 H 10.837 12.034 6.828  O56 0.974
61 C 7.537 13.550 8.264  O62 1.435, H63 1.111, H64 1.102, H65 1.076
62 O 8.844 13.660 7.681  C61 1.435, H66 0.976
63 H 6.857 13.110 7.504  C61 1.111
64 H 7.418 12.868 9.122  C61 1.102
65 H 7.261 14.508 8.669  C61 1.076
66 H 9.424 13.685 8.465  O62 0.976
67 C 14.124 9.026 9.970  O68 1.403, H69 1.091, H70 1.078, H71 1.064
68 O 13.201 9.792 10.698  C67 1.403, H72 0.960
69 H 14.981 9.619 9.647  C67 1.091
70 H 14.566 8.270 10.599  C67 1.078
71 H 13.670 8.698 9.066  C67 1.064
72 H 12.581 10.077 10.022  O68 0.960
73 C 10.558 5.637 13.063  O74 1.397, H75 1.059, H76 1.098, H77 1.161
74 O 10.912 6.303 11.888  C73 1.397, H78 0.981
75 H 9.518 5.440 13.044  C73 1.059
76 H 11.081 4.678 13.185  C73 1.098
77 H 10.847 6.306 13.967  C73 1.161
78 H 11.885 6.337 11.764  O74 0.981
79 C 15.312 12.288 12.525  O80 1.458, H81 1.114, H82 1.105, H83 1.081
80 O 14.265 12.153 11.520  C79 1.458, H84 0.948
81 H 16.255 11.767 12.241  C79 1.114
82 H 15.502 13.377 12.529  C79 1.105
83 H 14.927 11.991 13.491  C79 1.081
84 H 14.181 11.265 11.200  O80 0.948
85 C 10.032 11.718 4.573  O86 1.494, H87 1.118, H88 1.057, H89 1.083
86 O 9.267 11.433 5.824  C85 1.494, H90 0.960
87 H 10.198 10.713 4.113  C85 1.118
88 H 9.446 12.342 3.956  C85 1.057
89 H 10.972 12.206 4.802  C85 1.083
90 H 8.995 12.309 6.107  O86 0.960

Properties
energy relative to the best compared isomer or geometry (same formula, charge and spin): 3.694 eV
HOMO-LUMO gap: 10.6 eV
HOMO: -9.8623 eV
structure (SMILES): CC(C)O.CC(C)O.CC(C)O.CC(C)O.CO.CO.CO.CO.CO.CO.CO
LUMO: 0.702 eV